Entry 1:
95
Properties=species:S:1:pos:R:3:forces:R:3:mulliken_charge:R:1 method="wB97M-V/def2-TZVPD" molar_mass_g_mol=895.3 energy_ha=-7830.76886 total_charge=0
Sb 0.1874 3.0763 -0.6344 0.3893 -1.5144 0.0224 0.183
Ge -0.7361 2.2319 -4.7045 0.1364 0.3531 0.2349 0.710
Cu 1.2418 0.7854 -0.1439 -0.2140 -0.0049 0.3371 0.658
Cl -1.9099 0.7931 -5.9930 0.0072 -0.5050 -0.4091 -0.494
Cl 0.7365 3.0227 -6.2344 -0.2040 0.0006 -0.0627 -0.460
Cl -2.5072 3.7450 -4.7986 0.3512 0.1843 0.0173 -0.446
S -5.4911 -0.4685 -1.9886 -0.0444 -0.4915 0.3174 -0.438
Si 1.3156 -0.6058 2.8768 0.7582 -1.4602 1.9764 -0.785
Si -1.3509 -2.2378 2.5188 -1.3073 0.8913 1.4612 0.269
Si 0.7691 -2.6824 0.4118 -1.1005 1.0678 0.6712 -0.856
O 0.3349 -1.3732 -0.5515 0.0465 0.0142 -0.9482 1.580
N -4.6403 -0.7307 -4.5242 1.0665 0.5387 -0.4037 -0.308
N -4.1587 1.2230 -3.4635 0.5163 0.1267 0.0024 -0.150
N 2.9541 0.1256 0.8143 -0.3606 -0.5262 0.6778 0.444
C -2.1806 -3.8884 2.6998 -0.6366 0.3625 1.4612 -1.283
C 1.1341 -3.3910 3.0452 0.7764 1.5262 0.9019 -2.587
C 2.4512 -3.2314 0.1190 2.3360 2.6341 0.0127 -1.344
C 1.5870 -0.9082 -2.5904 -0.8419 0.6306 -0.5124 -0.773
C 0.5089 -2.2041 2.2987 0.3594 0.3236 -2.0408 2.329
C 0.0112 -2.7757 -2.6569 0.4262 -0.4685 1.0892 -1.901
C -1.8223 3.1449 -1.3186 -0.2243 1.1947 0.5238 0.411
C 0.2914 0.8416 2.6907 -0.3980 2.5119 0.6629 0.224
C 2.9814 -0.3354 2.1099 0.8636 0.8843 -1.7479 0.002
C 4.0905 0.1954 0.1236 -1.1672 0.3806 -0.0557 -0.393
C -2.3844 -1.2209 1.2928 0.3424 2.5386 2.1609 -0.276
C -0.1832 -4.2242 0.0673 -2.3000 -0.2743 0.2083 -1.171
C 0.2297 -1.3839 -2.0636 -0.0137 -0.8176 0.2905 1.096
C -4.6817 -0.0039 -3.3684 -0.6616 0.2136 -0.9169 0.471
C -0.9877 -0.5731 -2.4241 0.3984 0.3045 1.1457 -1.116
C -1.7535 -1.6404 4.3458 0.2284 -1.3272 -0.1805 -1.308
C 1.6204 3.7418 -2.0652 -0.7203 0.2758 -1.2029 -0.849
C 5.4087 -0.3955 2.0531 0.1364 0.1999 0.2789 -0.652
C 1.3467 4.8478 -3.1508 -2.5399 -1.1489 1.4945 -1.343
C 0.4017 4.7083 0.7260 0.9011 -0.4497 0.2805 -0.816
C -0.2022 4.6553 2.1334 0.2158 0.3829 -0.6564 -0.902
C -2.8888 2.6853 -0.2660 -0.2504 0.2335 -1.6525 -1.201
C 1.8244 -0.7259 4.7374 -0.1366 -2.5084 0.1579 -1.510
C 5.2948 -0.1047 0.7099 2.0380 0.0557 -1.0765 -0.716
C 4.2111 -0.5139 2.7430 -0.5405 -0.1977 -0.5185 -0.407
H -3.9882 -0.5055 -5.3011 -0.7373 0.0134 1.0420 0.107
H 4.1343 -0.7937 3.7572 0.4418 -0.2120 0.9851 0.457
H 2.2363 -3.4000 3.0083 -0.2574 0.2652 0.2805 0.385
H -1.4331 -2.3819 5.1169 -0.2915 0.0432 -0.6920 0.307
H 0.3105 -4.8644 -0.6617 -0.0797 0.0155 -0.0170 0.532
H -0.3224 -4.7887 1.0018 0.3062 -0.0087 -0.2910 0.452
H 2.1093 2.8279 -2.3891 -0.3654 -0.1411 -0.7636 0.365
H 1.4758 4.9529 0.7834 -0.1498 -0.5522 0.0462 0.454
H -1.9475 4.2103 -1.5864 -0.2678 -0.3060 0.2484 0.553
H -2.0544 -0.1130 1.2575 -0.2662 -1.6527 0.1495 -0.453
H 3.9076 0.5486 -0.8981 0.8179 -0.2734 0.2390 0.381
H 0.2612 4.9936 -3.4366 0.9473 -0.5727 0.4847 0.259
H 0.7541 1.8280 2.9095 0.3831 -0.7451 -0.1743 -0.289
H -2.9465 3.3511 0.6209 0.1457 -0.6615 -0.4863 0.292
H 0.0593 -2.6634 -3.7333 -0.1811 -0.1824 -0.1567 0.593
H 0.9415 -1.0238 5.3764 0.9695 0.4491 -0.5322 0.232
H -3.8552 2.7368 -0.8174 0.3460 0.2248 0.6772 0.451
H 2.6119 -3.6512 -0.8434 0.0458 -0.3559 -0.9833 0.576
H -2.4833 -4.5246 1.8978 0.1182 -0.3757 -0.6243 0.469
H -1.8335 -1.0507 -1.9261 -0.2654 0.0545 -0.4893 0.140
H -0.2020 0.9993 1.7678 -0.5180 -0.0851 -1.1781 -0.335
H -0.5023 0.8445 3.4180 -0.5359 -0.4103 0.4233 0.614
H 2.3065 4.0409 -1.3175 1.0890 1.0531 0.6522 0.686
H -2.7883 -1.3951 4.5863 -0.1725 -0.1743 -0.3826 0.442
H 2.3122 -1.4940 -1.9876 0.1272 0.7576 -0.8216 0.089
H 2.3212 0.1252 5.1528 -0.1090 1.0031 0.1058 0.487
H -0.9593 0.4612 -2.0768 0.2244 -0.0035 0.0745 -0.154
H -1.8657 2.6691 -2.2990 -0.1134 -0.4348 0.3938 -0.934
H 0.7848 -3.3215 4.0791 0.3169 -0.5727 0.0466 0.500
H 0.0537 5.6039 2.6192 -0.1861 -0.2687 0.2086 0.393
H -1.1982 -0.8015 4.6392 0.8178 1.5474 0.2353 0.383
H -1.7192 -4.4593 3.5358 -0.2931 0.1561 -0.6056 0.299
H 1.6295 5.7768 -2.7756 0.5593 1.6924 0.9195 0.396
H 0.1884 3.8220 2.7204 0.0037 0.1698 -0.0668 0.156
H 0.0603 5.4979 0.1034 -0.8907 1.0753 -0.1816 0.570
H 1.6781 -1.0022 -3.7278 0.0059 -0.2168 1.6792 0.513
H 2.6539 -3.9844 0.8231 0.5393 -1.0780 1.0395 0.592
H 1.8289 4.7642 -4.0644 1.1886 -0.8448 -1.6013 0.423
H -1.0375 -0.5490 -3.4907 -0.5754 -0.0540 -0.7537 0.389
H 0.8187 -3.4468 -2.3275 -0.0763 0.1254 -0.3735 0.423
H -4.2804 1.8687 -2.6899 0.1395 -0.3786 -0.5107 0.022
H 6.4146 -0.4727 2.5278 -1.0720 -0.1702 -0.3858 0.397
H -3.7205 1.5129 -4.3295 -0.0743 0.3350 0.2308 0.011
H -3.1279 -3.4501 3.1291 0.6015 -0.7078 -0.2910 0.312
H -2.8105 1.6126 -0.0509 0.2769 0.3316 0.4091 0.299
H -5.1269 -1.5958 -4.5843 -0.1397 -0.3952 0.3220 0.197
H -2.2734 -1.5529 0.3055 -0.3498 -0.6607 -1.4675 0.051
H 0.8563 -4.2834 2.5866 -0.7096 -1.7925 -0.3508 0.699
H -1.2809 4.5654 2.0818 -0.2227 -0.0031 0.1404 0.248
H 3.2129 -2.3712 0.2495 -1.0050 -1.4819 -0.1135 0.127
H -1.2622 -4.0448 -0.2468 1.3120 -0.1555 0.1137 0.228
H 6.2089 -0.0944 0.0930 -0.5758 0.1819 0.3057 0.385
H 2.6285 -1.5361 4.9178 -1.4201 0.8007 -0.4221 0.309
H -3.4396 -1.1421 1.6696 0.8208 -0.4911 -0.6433 0.575
H -0.9171 -3.2479 -2.3298 -0.0649 0.2373 -0.2850 0.321
H 1.5627 0.1875 -2.4207 0.7897 -0.2487 0.1893 -0.273


Entry 2:
102
Properties=species:S:1:pos:R:3:forces:R:3:mulliken_charge:R:1 method="wB97M-V/def2-TZVPD" molar_mass_g_mol=736.6 energy_ha=-3348.02625 total_charge=0
P 5.0165 -4.5900 -2.0058 3.2284 -5.1961 4.2829 1.238
P -3.8534 -2.4421 -0.6735 4.6191 -5.4280 4.1396 1.261
P -2.3457 6.9153 1.9065 -5.3908 -3.3093 6.1413 1.221
F 2.3004 2.4584 1.1131 -0.1501 -0.2220 0.0584 -0.191
O -2.4037 5.7180 0.9875 2.5491 2.4282 -2.4726 -0.739
O 4.2098 -5.3787 -0.7967 -0.0200 0.5319 -0.7747 -0.289
O 1.6210 1.1111 -1.3080 0.1346 -0.4583 0.6709 -0.441
O -2.0646 8.2767 2.8140 1.9787 0.1719 -2.8599 -0.416
O 2.2564 4.9834 -1.2156 -0.6584 -0.2290 -0.0567 -0.540
O -2.0054 6.0134 3.2609 0.6744 0.0254 -0.1769 -0.346
O 5.4356 -3.3402 -1.2798 -2.0659 1.2343 -2.9973 -0.774
O -3.3450 -1.2083 0.0240 -2.7340 1.7810 -2.6321 -0.765
O -4.4370 -3.5313 -1.7707 -1.3520 3.1224 -0.3442 -0.454
O 3.9616 3.8161 -0.3927 -1.0273 -0.3742 0.5677 -0.352
O 6.4630 -5.3729 -2.0036 -0.5385 0.2647 -0.6349 -0.402
O -4.5249 -3.2323 0.6077 -0.4790 0.5613 -0.6446 -0.311
O 4.4304 -5.5904 -3.1827 -0.8038 3.1803 -0.1664 -0.398
O -2.3753 -3.1798 -0.7505 -0.2178 0.1209 -0.7087 -0.416
O -3.9712 7.1341 2.0659 0.5770 0.8012 -0.6231 -0.359
N 1.7155 3.4711 0.3807 0.6685 0.5913 -0.9292 0.320
N -2.0051 1.9019 -1.5045 0.6340 -0.2147 -0.1988 -0.560
C -5.5263 5.4612 1.2694 -0.0327 -0.1390 0.1633 -1.109
C 8.2276 -4.7007 -0.4918 -0.0211 -0.1213 0.1784 -1.131
C 0.3111 6.5505 3.8261 0.0161 0.0747 -0.1278 -1.084
C 4.7690 -7.9003 -2.3230 0.0437 0.1795 0.3442 -0.908
C 4.9167 -6.9110 -3.4576 0.3504 -0.6919 -0.5054 -0.221
C -0.6328 1.5916 -1.9429 -0.0664 0.6108 0.4678 -1.236
C -5.7825 -2.7775 1.1117 -0.2489 -0.0302 0.0945 -0.360
C 4.7952 0.5925 -1.1081 0.0611 -0.1838 -0.0785 0.431
C -3.3206 7.9455 4.9370 -0.0057 -0.3815 -0.1001 -0.880
C 0.4098 1.5884 -0.7739 -0.9767 0.7921 -1.4468 0.783
C 4.4389 3.2046 -1.6032 0.7913 -1.2067 0.4629 -0.784
C 4.7894 1.7777 -1.2919 -0.7256 0.6217 -0.5090 -0.856
C 0.4508 3.0518 -0.2244 -1.0571 -1.1297 1.0904 -1.210
C -3.8782 -4.8256 -2.0311 0.3676 -0.7002 -0.5417 -0.125
C 7.6994 -4.6622 -1.9111 0.2855 0.0555 0.3160 -0.358
C -1.1720 -2.4106 -0.7635 0.2542 -0.0249 0.2930 -0.142
C -4.8784 6.8064 1.0118 -0.2870 -0.3280 -0.0302 -0.332
C -2.9766 8.8398 3.7664 -0.5502 0.6842 0.2994 -0.216
C -0.5463 -2.3803 0.6162 0.0430 -0.0563 0.1692 -1.271
C 2.9362 -4.8793 -0.3886 -0.2819 0.0289 0.0811 -0.411
C 2.6175 4.1177 -0.4647 0.9868 0.6790 -0.5762 0.624
C -6.9340 -3.1777 0.2057 0.0515 0.0712 -0.1245 -0.962
C -3.8836 -5.7756 -0.8542 0.0416 0.1983 0.3431 -0.920
C -0.6891 5.4824 3.4183 0.0377 -0.0153 0.1143 0.139
C 1.8440 -5.2094 -1.3919 0.0555 0.0947 -0.1290 -0.724
H 0.4543 7.2806 3.0256 0.0534 -0.0153 0.0226 0.269
H -5.6457 7.5839 0.9956 0.0990 0.0723 0.1101 0.324
H -5.7575 -1.6930 1.2518 0.0505 -0.0130 0.0383 0.281
H 2.0053 -4.6801 -2.3345 -0.0585 0.0042 0.0164 0.308
H 0.3050 -1.6965 0.6432 0.0237 -0.0389 -0.0308 0.355
H -0.3727 4.9897 2.4935 -0.0150 -0.0369 0.0145 -0.128
H -3.5806 -6.7706 -1.1868 -0.0472 0.0553 -0.1470 0.402
H -4.8770 -5.8435 -0.4110 -0.0093 -0.0417 -0.0481 0.186
H -6.1273 5.1479 0.4141 -0.0076 0.0363 0.0118 0.375
H 5.9448 -6.8673 -3.8145 0.0340 0.1514 0.1838 0.257
H 8.4067 -5.1613 -2.5777 -0.1398 -0.1021 -0.0438 0.329
H -6.1728 5.5131 2.1475 -0.0344 0.0477 -0.0450 0.308
H -0.4850 -2.8944 -1.4627 -0.1287 -0.1007 -0.0460 0.286
H 7.5925 -3.6391 -2.2696 -0.1270 0.0012 0.1085 0.368
H -0.7505 4.7205 4.1962 -0.1256 -0.0019 -0.0275 0.330
H -6.9112 -4.2480 0.0005 -0.0104 -0.0059 0.0611 0.196
H -4.7824 4.6907 1.4737 0.0942 0.0742 -0.1617 0.270
H 0.8662 -4.9206 -1.0017 0.0311 0.0010 0.0277 0.187
H -5.9103 -3.2357 2.0927 0.1557 -0.0215 -0.0142 0.309
H -7.8902 -2.9256 0.6667 0.0296 0.0149 0.0153 0.402
H -3.9244 7.0924 4.6332 0.0378 0.0019 -0.0261 0.231
H 9.1057 -4.0616 -0.3855 0.0017 -0.0224 -0.0293 0.380
H -0.3037 3.1014 0.5771 0.1774 0.0928 -0.2871 0.151
H 8.5050 -5.7203 -0.2174 0.0470 0.0133 -0.0513 0.310
H 0.0886 3.7254 -1.0059 0.8275 0.3345 0.2727 0.348
H 5.3345 3.7282 -1.9549 -0.3630 0.1357 0.1079 0.335
H -0.1995 -3.3768 0.8987 0.0468 0.0087 -0.0449 0.335
H 7.4726 -4.3780 0.2253 -0.0320 0.1598 -0.1290 0.283
H -3.8742 9.1969 3.2633 -0.0019 -0.1899 -0.0925 0.257
H -2.1117 2.9071 -1.4402 -0.1872 -0.0978 0.2533 0.317
H -0.5983 0.6421 -2.4949 0.0652 0.1566 0.3031 0.376
H 1.8332 -6.2754 -1.6196 -0.0151 -0.0119 0.0661 0.192
H -2.8813 -4.7273 -2.4577 0.0269 0.1528 0.1719 0.203
H -0.0412 7.0969 4.7010 0.0081 -0.0488 0.0270 0.218
H 3.6632 3.2247 -2.3813 0.3105 0.1754 0.1000 0.387
H -6.8733 -2.6631 -0.7567 -0.0483 0.0030 0.0169 0.284
H -1.2638 -2.0732 1.3779 -0.0557 0.1355 -0.1357 0.363
H 3.7462 -7.9152 -1.9476 -0.0093 -0.0360 -0.0457 0.184
H 4.7583 -0.4743 -0.9842 0.2038 0.2956 0.0523 0.700
H 5.0264 -8.9012 -2.6760 -0.0302 0.0679 -0.1422 0.401
H -4.3807 6.8308 0.0429 0.1042 -0.1106 0.0642 0.328
H -0.0101 0.9303 0.0009 0.8203 -0.1811 -0.0985 0.420
H 2.1158 1.8051 -1.7513 -0.1169 0.0430 -0.0242 0.178
H 5.4281 -7.6640 -1.4897 -0.0141 0.0489 -0.0129 0.248
H -2.4718 9.7297 4.1494 0.2605 -0.0984 -0.2044 0.357
H 2.9967 -3.7994 -0.2243 0.0260 -0.0165 0.0435 0.261
H -4.5029 -5.2506 -2.8201 -0.1934 0.2937 0.0388 0.359
H -1.3544 -1.4057 -1.1433 -0.0600 -0.0129 0.0987 0.298
H -0.3148 2.4004 -2.6243 -0.0837 -0.4480 -0.0534 0.521
H 4.3194 -7.2628 -4.3018 -0.1594 0.3024 0.0362 0.345
H -3.1903 -5.4617 -0.0760 -0.0204 0.0471 -0.0201 0.230
H 2.7087 -5.3483 0.5691 0.1520 -0.0250 -0.0019 0.318
H -2.1469 1.4841 -0.5887 -0.3719 0.1119 -0.1053 0.224
H -3.8946 8.5131 5.6726 0.0607 0.1492 -0.0871 0.403
H -2.4195 7.5644 5.4163 -0.0205 0.0504 0.0258 0.177
H 1.2791 6.1018 4.0544 -0.0202 -0.0259 -0.0218 0.442